No. 1
The following is a quantum chemistry calculation of a cluster of 13 separate species, C38H105N3O13 in total in a non-equilibrium geometry, from OMol25.

The geometry in XYZ format:
```
159
C38H105N3O13 (ωB97M-V with the def2-TZVPD basis set)
C -20.7198 1.1009 -7.5708
C -20.3721 2.4143 -6.9507
O -21.3076 3.3802 -7.4322
H -20.4379 1.0630 -8.6169
H -21.7733 0.8615 -7.4350
H -20.1460 0.3318 -7.0409
H -19.3487 2.7075 -7.2403
H -20.3519 2.3374 -5.8575
H -21.0639 4.2501 -7.1035
C -23.8063 0.9456 -0.5314
C -24.3877 -0.0209 0.3683
O -25.2537 0.6194 1.2950
H -24.5617 1.4187 -1.1626
H -23.1017 0.4215 -1.1713
H -23.2612 1.7183 0.0167
H -23.5691 -0.5758 0.8533
H -24.9820 -0.7426 -0.2181
H -25.3236 0.1091 2.1060
C -26.6320 -5.3550 -6.1654
C -25.6890 -4.4280 -6.8986
O -24.5703 -4.0781 -6.1058
H -26.1498 -6.2975 -5.9059
H -27.4660 -5.6126 -6.8353
H -27.0172 -4.8676 -5.2640
H -26.2093 -3.5062 -7.1724
H -25.3758 -4.8450 -7.8761
H -24.0898 -4.8960 -5.9462
C -24.3201 1.9236 -5.7291
C -24.7484 2.9188 -6.7831
O -23.9993 2.7654 -8.0136
H -25.0089 1.9526 -4.8659
H -23.2889 1.9759 -5.3685
H -24.4466 0.9517 -6.2054
H -24.7615 3.9612 -6.4141
H -25.7654 2.6718 -7.1039
H -23.0979 3.0667 -7.8816
C -22.2152 -5.7678 -4.0476
C -22.8596 -7.0052 -4.6155
C -23.7792 -7.6556 -3.6695
O -23.5584 -6.6030 -5.8242
H -21.5524 -5.3558 -4.8084
H -21.6686 -5.9169 -3.1126
H -23.0067 -5.0234 -3.8737
H -22.1031 -7.7504 -4.9022
H -24.5863 -6.9966 -3.3482
H -23.2356 -8.0413 -2.8003
H -24.2430 -8.5131 -4.1637
H -24.0675 -7.3458 -6.1672
C -21.2645 -2.3959 -5.3622
C -22.0160 -1.9619 -4.0721
C -21.0884 -1.6970 -2.8954
O -22.7489 -0.7037 -4.3333
H -21.9841 -2.6751 -6.1444
H -20.5531 -3.2156 -5.2361
H -20.6884 -1.5303 -5.7049
H -22.7320 -2.7548 -3.7708
H -20.5297 -0.7929 -3.1490
H -20.3819 -2.5054 -2.6971
H -21.6771 -1.4765 -1.9977
H -23.6902 -0.9311 -4.4394
C -16.6550 -0.1583 -5.9963
C -17.3143 1.1053 -5.6021
C -17.7307 1.2247 -4.1592
O -16.5190 2.2279 -5.9968
H -16.6162 -0.2489 -7.0854
H -17.2253 -1.0041 -5.6054
H -15.6317 -0.2098 -5.6281
H -18.1989 1.2294 -6.2327
H -18.1854 2.2073 -4.0146
H -16.8087 1.2102 -3.5446
H -18.4070 0.4312 -3.8088
H -15.7535 2.3081 -5.4158
C -20.3890 1.2092 -0.5075
C -18.8807 1.4048 -0.4311
C -18.4249 2.7422 -1.0003
O -18.4081 1.3620 0.9306
H -20.8464 1.3091 -1.4939
H -20.8430 1.9525 0.1650
H -20.6278 0.2246 -0.1021
H -18.4026 0.5835 -0.9932
H -17.3452 2.8628 -1.1007
H -18.7910 3.5309 -0.3422
H -18.8811 2.9034 -1.9777
H -18.3839 0.4481 1.2286
C -22.3332 -5.5190 -8.6984
C -22.4296 -3.9632 -8.7700
C -21.0417 -3.3494 -8.6543
O -23.0169 -3.6368 -10.0616
H -21.7509 -5.9020 -9.5467
H -23.3488 -5.9154 -8.7251
H -21.8731 -5.8768 -7.7685
H -23.0929 -3.6149 -7.9503
H -21.0885 -2.2505 -8.6347
H -20.4694 -3.6319 -9.5400
H -20.5384 -3.7141 -7.7576
H -23.0596 -2.6837 -10.1300
C -21.9808 -4.2634 -0.3469
C -23.3889 -4.7269 0.0180
C -23.6314 -6.1761 -0.3528
O -23.5357 -4.5921 1.4817
H -21.8356 -4.3579 -1.4324
H -21.2551 -4.8892 0.1800
H -21.7960 -3.2261 -0.0549
H -24.1335 -4.0957 -0.5009
H -24.6283 -6.4742 -0.0339
H -22.9000 -6.8343 0.1333
H -23.5512 -6.3234 -1.4287
H -24.2486 -3.9817 1.7041
C -18.0520 -3.3475 -1.5974
C -17.1568 -2.8413 -2.8043
C -16.1395 -1.8612 -2.3508
O -15.4351 -1.3359 -3.4432
C -14.3678 -0.4880 -3.0435
N -16.4784 -4.0438 -3.3402
H -17.4886 -3.9048 -0.8493
H -18.8084 -4.0503 -1.9889
H -18.5725 -2.5188 -1.0992
H -17.8429 -2.3152 -3.4968
H -15.4214 -2.3188 -1.6377
H -16.6797 -1.0217 -1.8687
H -14.6769 0.2980 -2.3409
H -14.0946 -0.0237 -3.9848
H -13.4943 -1.0465 -2.6832
H -15.7592 -4.0425 -4.0381
H -17.1173 -4.7774 -3.6309
C -25.0565 -0.8995 -12.0763
C -24.7490 0.3292 -11.2913
C -23.4610 0.2306 -10.4993
O -23.3382 -0.7884 -9.5728
C -24.2809 -0.7407 -8.5315
N -24.7561 1.5034 -12.1653
H -26.0067 -0.7542 -12.6013
H -25.0942 -1.7992 -11.4650
H -24.2865 -1.0144 -12.8523
H -25.5788 0.4505 -10.5807
H -23.3117 1.2203 -10.0208
H -22.6073 0.0887 -11.1845
H -25.1701 -1.3451 -8.8254
H -24.6153 0.2754 -8.2943
H -23.8501 -1.2083 -7.6355
H -24.5652 2.3693 -11.6893
H -24.1219 1.3664 -12.9356
C -25.5614 -2.8203 -2.8142
C -26.3088 -2.0972 -3.9243
C -27.1847 -0.9493 -3.4382
O -28.2659 -0.7333 -4.2938
C -29.0399 0.3299 -3.9687
N -25.3829 -1.6594 -4.9196
H -24.8862 -2.0993 -2.3338
H -24.9544 -3.6412 -3.2329
H -26.2545 -3.2075 -2.0503
H -27.0656 -2.7901 -4.3297
H -26.5881 -0.0161 -3.3649
H -27.5348 -1.1949 -2.4108
H -29.8506 0.3579 -4.6945
H -28.5182 1.3028 -4.0174
H -29.4914 0.2063 -2.9733
H -25.7965 -1.0359 -5.5925
H -24.9437 -2.4261 -5.4038
```

- Spin multiplicity: 1
- Total charge: 0
- HOMO: -8.8359 eV
- LUMO: 0.33 eV
- HOMO-LUMO gap: 0.33682 hartree

***

No. 2
The following is a quantum chemistry calculation of a structure of composition C2H2O3S in a non-equilibrium geometry, from OMol25.

The geometry in XYZ format:
```
8
C2H2O3S (ωB97M-V with the def2-TZVPD basis set)
C -0.4739 0.8816 -1.2107
C 0.1566 0.6354 0.6174
O 0.0275 -1.6504 1.8619
O -0.7469 -0.0915 -1.8206
O 1.8229 -1.4760 0.1197
S 0.5889 -1.0221 0.7055
H -0.5189 1.9614 -1.5006
H -0.8561 0.7617 1.2275
```

- Spin multiplicity: 1
- Total charge: 0
- HOMO (spin up / spin down): -9.8540 / -9.8513 eV
- LUMO (spin up / spin down): -1.49 / -1.49 eV
- HOMO-LUMO gap (spin up / spin down): 0.30731 / 0.30713 hartree

***

No. 3
The following is a quantum chemistry calculation of an isolated molecule of C4H6OS3 in a non-equilibrium geometry, from OMol25.

The geometry in XYZ format:
```
14
C4H6OS3 (ωB97M-V with the def2-TZVPD basis set)
C -1.8952 -0.1978 -2.0727
S -1.2152 0.1390 -0.4560
C 0.6081 0.0771 -0.5291
S 1.4032 -0.2767 -1.8365
C 1.2205 0.5780 0.6008
C 0.9389 -0.2747 1.9099
O 0.2926 0.4483 2.8906
S 1.5636 -1.7801 1.8675
H -1.7174 -1.1905 -2.6087
H -2.9772 -0.1389 -1.7011
H -1.6999 0.8408 -2.7415
H 2.2985 0.4483 0.4671
H 1.2147 1.5670 0.8068
H -0.0352 -0.2397 3.4029
```

- Spin multiplicity: 1
- Total charge: 0
- HOMO: -8.7380 eV
- LUMO: -0.32 eV
- HOMO-LUMO gap: 0.30944 hartree
- SMILES string: CSC(=S)CC(O)=S

***

No. 4
The following is a quantum chemistry calculation of a structure of composition C25H16ClLiN4O4 in a non-equilibrium geometry, from OMol25.

The geometry in XYZ format:
```
51
C25H16ClLiN4O4 (ωB97M-V with the def2-TZVPD basis set)
Li 0.5180 -0.1220 -0.8028
O 0.8229 0.9108 3.7356
C 0.8704 0.1510 2.7419
N 0.0072 -0.7501 2.3282
C -1.0174 -1.2884 3.0367
C -1.1205 -1.2979 4.4270
C -2.1114 -2.0171 5.0771
C -3.0064 -2.7779 4.3426
C -2.9547 -2.7642 2.9575
C -2.0066 -2.0006 2.2743
N -1.9449 -2.0301 0.9212
C -1.4431 -1.0387 0.2335
O -1.0023 -1.1528 -0.9339
C -1.5515 0.3638 0.7881
C -2.6128 0.7357 1.6277
C -2.6526 2.0125 2.1414
C -1.6599 2.9075 1.7674
C -0.7129 2.4782 0.8521
N -0.6681 1.2565 0.3562
C 2.0993 0.2000 1.8758
C 3.2323 0.8125 2.4286
C 4.4261 0.7800 1.7436
C 4.4631 0.1319 0.5154
C 3.2867 -0.4282 0.0345
N 2.1392 -0.3946 0.6858
H -0.4027 -0.7188 4.9907
H -2.1898 -1.9789 6.1604
H -3.7602 -3.3740 4.8520
H -3.6647 -3.3431 2.3780
H -3.3747 0.0153 1.8814
H -3.4475 2.3126 2.8166
H -1.6336 3.9108 2.1700
H 0.0487 3.1563 0.4863
H 3.1245 1.2854 3.3955
H 5.3201 1.2430 2.1515
H 5.3791 0.0698 -0.0579
H 3.2651 -0.9210 -0.9274
Cl -1.3636 0.7479 -8.4736
C -0.4963 0.5185 -6.9771
C 0.2600 -0.6274 -6.8117
C 0.9487 -0.7962 -5.6232
C 0.8710 0.1491 -4.6097
C 0.0939 1.2836 -4.7984
C -0.5896 1.4798 -5.9871
C 1.6515 -0.0937 -3.2973
O 2.5727 -0.9110 -3.3647
O 1.2939 0.5893 -2.3193
H 0.3026 -1.3713 -7.5948
H 1.5614 -1.6696 -5.4541
H 0.0272 2.0039 -3.9971
H -1.1977 2.3595 -6.1465
```

- Spin multiplicity: 1
- Total charge: -2
- HOMO: -0.5957 eV
- LUMO: 4.00 eV
- HOMO-LUMO gap: 0.16880 hartree

***

| no. | E_tot (hartree) |
| --- | --- |
| 1 | -2653.0990 |
| 2 | -701.1460 |
| 3 | -1425.7323 |
| 4 | -1950.1829 |